A molecular structure, C35H52DyP4S, computed with wB97M-V/def2-TZVPD.

Last column: Löwdin spin population.
Positions of all 93 atoms, in Å:
1 Dy -0.3361 -0.3487 -0.4079  5.07
2 P 1.8328 0.8866 0.8212  -0.01
3 P -2.1856 1.7798 0.0672  -0.01
4 P 0.6267 1.2063 -2.5343  -0.01
5 H -0.7264 -3.5343 0.3108  0.00
6 C -0.3124 -3.1243 -0.6194  -0.01
7 C 1.0165 -2.7268 -0.7257  -0.01
8 H 1.7196 -2.8315 0.1101  0.00
9 C 2.3924 0.4939 2.5270  0.00
10 C 1.7596 2.7137 0.9938  0.00
11 C 3.4577 0.6814 0.0013  0.00
12 C -3.7436 1.2939 -0.7871  0.00
13 C -2.8512 2.2646 1.7089  0.00
14 C -1.8785 3.4648 -0.6057  0.00
15 C 1.9462 0.3267 -3.4633  0.00
16 C 1.3217 2.9140 -2.5582  0.00
17 C -0.7573 1.3292 -3.7349  0.00
18 H -0.9321 -3.3154 -1.5166  0.00
19 H 1.4893 -2.5056 -1.6947  0.00
20 H 2.6004 -0.5765 2.6295  0.00
21 H 1.6334 0.7775 3.2632  0.00
22 H 3.3133 1.0608 2.7215  0.00
23 H 0.9169 2.9933 1.6382  0.00
24 H 1.6433 3.2127 0.0260  0.00
25 H 2.6967 3.0425 1.4636  0.00
26 H 3.7155 -0.3826 -0.0446  0.00
27 H 4.2019 1.2010 0.6181  0.00
28 H 3.4736 1.0908 -1.0132  0.00
29 H -4.4977 2.0736 -0.6039  0.00
30 H -4.1003 0.3303 -0.3906  0.00
31 H -3.5564 1.1920 -1.8659  0.00
32 H -3.7509 2.8823 1.5703  0.00
33 H -2.0903 2.8392 2.2522  0.00
34 H -3.1003 1.3800 2.3065  0.00
35 H -2.7090 4.1187 -0.2990  0.00
36 H -1.8052 3.4473 -1.7015  0.00
37 H -0.9377 3.8526 -0.1870  0.00
38 H 1.9300 0.6977 -4.4981  0.00
39 H 1.7540 -0.7572 -3.4696  0.00
40 H 2.9226 0.5149 -2.9993  0.00
41 H 1.4715 3.1971 -3.6126  0.00
42 H 2.2917 2.9474 -2.0395  0.00
43 H 0.6350 3.6300 -2.0841  0.00
44 H -0.3140 1.5628 -4.7110  0.00
45 H -1.4615 2.1147 -3.4310  0.00
46 H -1.3121 0.3818 -3.8435  0.00
47 C -0.7524 -3.0186 -5.6027  0.00
48 C -1.8212 -2.8645 -6.5116  0.00
49 C -1.9342 -3.6916 -7.6376  0.00
50 C -0.9784 -4.6801 -7.9063  0.00
51 C 0.0554 -4.8782 -6.9863  0.00
52 C 0.1587 -4.0719 -5.8498  0.00
53 S -0.3760 -1.8472 -4.3157  0.00
54 H -1.2229 -1.8397 -3.1655  0.00
55 H -2.5442 -2.0773 -6.3146  0.00
56 H -2.7614 -3.5484 -8.3292  0.00
57 H -1.0062 -5.2378 -8.8434  0.00
58 H 0.7852 -5.6621 -7.1765  0.00
59 H 0.9554 -4.2434 -5.1331  0.00
60 C -2.3897 1.1608 6.3055  0.00
61 C -1.5049 1.7788 5.4096  0.00
62 C -1.0491 1.0942 4.2804  0.00
63 C -1.5047 -0.2185 4.0146  0.00
64 C -2.3815 -0.8350 4.9239  0.00
65 C -2.8199 -0.1498 6.0637  0.00
66 P -0.8008 -1.1349 2.5872  -0.01
67 C 0.4599 -2.1443 3.4732  0.00
68 C 1.1160 -3.1691 2.7666  0.00
69 C 2.2369 -3.8009 3.3006  0.00
70 C 2.7049 -3.4390 4.5665  0.00
71 C 2.0554 -2.4418 5.2868  0.00
72 C 0.9437 -1.7975 4.7481  0.00
73 C -2.1831 -2.3004 2.2832  0.00
74 C -2.0804 -3.6835 2.4616  0.00
75 C -3.1537 -4.5143 2.1484  0.00
76 C -4.3363 -3.9650 1.6402  0.00
77 C -4.4397 -2.5869 1.4390  0.00
78 C -3.3810 -1.7552 1.7904  0.00
79 H -2.7268 1.6952 7.1986  0.00
80 H -1.1550 2.7963 5.5989  0.00
81 H -0.3570 1.5796 3.5860  0.00
82 H -2.7263 -1.8542 4.7397  0.00
83 H -3.4875 -0.6503 6.7703  0.00
84 H 0.7458 -3.4632 1.7866  0.00
85 H 2.7393 -4.5733 2.7221  0.00
86 H 3.5741 -3.9475 4.9857  0.00
87 H 2.4200 -2.1531 6.2765  0.00
88 H 0.4611 -1.0072 5.3205  0.00
89 H -1.1671 -4.1186 2.8527  0.00
90 H -3.0733 -5.5859 2.3035  0.00
91 H -5.1791 -4.6058 1.4097  0.00
92 H -5.3502 -2.1516 1.0251  0.00
93 H -3.4776 -0.6713 1.6933  0.00

## Properties
E_HOMO (alpha / beta): -15.50 / -15.50 eV
Energy above the lowest of the compared OMol25 structures with the same formula, charge and spin: 0.00 kJ/mol
F_max: 2.4 eV/A
HOMO-LUMO gap (alpha / beta): 5.61 / 5.68 eV
Total charge: +3
Spin multiplicity: 6
E_LUMO (alpha / beta): -9.886 / -9.815 eV
⟨S²⟩: 9.335


2 unconnected molecules or ions with the total composition C35H52N3O6PS2, computed with wB97M-V/def2-TZVPD.

Last column: Löwdin charge in e.
Positions of all 99 atoms, in Å:
1 C 1.9180 2.5301 6.0397  -0.13
2 C 0.6599 3.3345 5.5180  -0.27
3 C 0.3345 3.1016 3.9868  -0.22
4 C 1.6104 3.3084 3.0548  -0.21
5 C 1.1941 3.8221 1.6189  -0.21
6 C 2.3650 3.6458 0.5598  -0.19
7 C 1.7105 3.7251 -0.8932  -0.21
8 C 2.5993 3.0723 -2.0220  -0.19
9 C 2.0301 1.7158 -2.5976  -0.20
10 C 0.5520 1.8307 -3.1360  -0.16
11 C -0.2240 0.4624 -3.1565  -0.13
12 C -0.6822 0.0219 -4.4883  -0.02
13 C -1.4443 -1.2092 -4.5927  -0.08
14 C -1.7286 -1.9413 -3.3699  -0.40
15 C -1.2837 -1.5757 -2.0303  -0.18
16 C -0.5086 -0.3163 -1.9290  -0.09
17 C 0.0182 0.2763 -0.5885  -0.14
18 P 1.4166 -0.6533 0.1966  0.58
19 O 2.6738 0.1594 0.3440  -0.32
20 O 1.8178 -2.0079 -0.6606  -0.17
21 O 0.9213 -0.9914 1.7588  -0.17
22 N -1.5649 -2.3629 -0.8310  -0.04
23 C -2.9977 -2.0303 -0.4752  -0.16
24 C -3.1173 -1.0159 0.7172  -0.25
25 N -4.5193 -0.9564 1.2505  -0.02
26 C -1.4232 -3.7953 -1.0469  -0.15
27 C -0.7763 -4.6555 -0.0385  -0.06
28 C -0.1630 -4.0981 1.3016  -0.15
29 O 0.8378 -5.0007 1.8134  -0.17
30 C 2.1340 -4.7228 1.2643  -0.23
31 C 2.6946 -5.8217 0.2971  -0.21
32 C 4.0511 -5.2673 -0.3442  -0.12
33 C -0.6663 -6.1156 -0.2259  -0.01
34 C -1.1499 -6.7845 -1.4309  0.00
35 C -1.7938 -5.9520 -2.4392  -0.26
36 C -2.3713 -6.5274 -3.7781  -0.23
37 S -4.2096 -6.7191 -3.6678  0.68
38 O -4.5748 -8.1169 -3.4341  -0.37
39 O -4.8797 -6.2088 -4.8659  -0.38
40 C -1.9340 -4.5184 -2.2381  -0.35
41 S -2.7408 -3.4663 -3.4966  0.99
42 H 2.7938 3.2235 6.1078  0.07
43 H 2.0974 1.6389 5.3868  0.07
44 H 1.7167 2.1533 7.0840  0.07
45 H 0.7220 4.4196 5.7944  0.10
46 H -0.2354 2.9317 6.0815  0.10
47 H -0.4941 3.8108 3.7217  0.10
48 H -0.0509 2.0540 3.8683  0.11
49 H 2.2971 4.0483 3.5491  0.11
50 H 2.1510 2.3279 3.0038  0.10
51 H 0.2537 3.2858 1.3260  0.10
52 H 0.9362 4.9150 1.6830  0.09
53 H 3.0473 4.5225 0.6848  0.11
54 H 2.8632 2.6467 0.6272  0.09
55 H 1.6072 4.8175 -1.1553  0.11
56 H 0.6794 3.3030 -0.7984  0.07
57 H 2.6839 3.7686 -2.9089  0.11
58 H 3.6407 2.9609 -1.6231  0.11
59 H 2.6715 1.4737 -3.4974  0.12
60 H 2.1739 0.8469 -1.9015  0.07
61 H 0.6241 2.2216 -4.1909  0.11
62 H -0.0983 2.5564 -2.5846  0.11
63 H -0.4793 0.5868 -5.4226  0.11
64 H -1.8654 -1.6241 -5.5420  0.11
65 H -0.8487 0.2477 0.1362  0.08
66 H 0.3311 1.3467 -0.6409  0.08
67 H 2.6947 -1.8710 -1.0745  0.10
68 H 1.6058 -1.5350 2.1932  0.08
69 H -3.5122 -1.5447 -1.3555  0.12
70 H -3.6050 -2.9438 -0.2379  0.13
71 H -2.9099 0.0231 0.3189  0.11
72 H -2.4034 -1.2242 1.5580  0.11
73 H -5.0790 -1.5348 0.6162  0.05
74 H -4.8979 -0.0125 1.1316  0.06
75 H -0.9924 -4.1278 2.0632  0.15
76 H 0.2281 -3.0722 1.1137  0.07
77 H 2.8476 -4.6757 2.1403  0.13
78 H 2.2168 -3.7387 0.7378  0.09
79 H 2.0326 -6.0658 -0.5699  0.10
80 H 2.9867 -6.7781 0.8129  0.11
81 H 4.7113 -6.1022 -0.6867  0.07
82 H 3.8287 -4.6436 -1.2592  0.07
83 H 4.6016 -4.6153 0.3805  0.07
84 H -0.1859 -6.7775 0.5337  0.12
85 H -1.0616 -7.8728 -1.6306  0.12
86 H -1.9537 -7.5301 -4.0393  0.11
87 H -2.1242 -5.8449 -4.6376  0.09
88 H -4.5975 -5.9407 -2.5951  0.08
89 C -1.1901 9.8322 1.5268  -0.08
90 C -1.5987 9.3033 0.3131  -0.08
91 C -1.2928 7.9797 0.0386  -0.15
92 N -0.6219 7.1815 0.8757  0.06
93 C -0.2366 7.7149 2.0397  -0.16
94 C -0.4948 9.0245 2.4122  -0.07
95 H -1.4108 10.8625 1.7799  0.11
96 H -2.1429 9.9036 -0.4043  0.10
97 H -1.5943 7.5202 -0.8969  0.10
98 H 0.3078 7.0450 2.6980  0.09
99 H -0.1599 9.4020 3.3696  0.10

## Properties
E_HOMO: -8.50 eV
F_max: 3.8 eV/A
HOMO-LUMO gap: 8.79 eV
Spin multiplicity: 1
E_LUMO: 0.294 eV
SMILES: CCCCCCCCCCc1ccc2c(c1CP(=O)(O)O)N(CCN)c1c(COCCC)ccc(C[SH](=O)=O)c1S2.c1ccncc1


Electronic energy per entry: -109187.7778; -84850.6231 eV